This record from OMol25 describes a single C4H4F3O2P molecule in a non-equilibrium geometry. The level of theory is ωB97M-V/def2-TZVPD.

E_HOMO, eV: -9.58
Net charge: 0
Kohn-Sham gap, eV: 8.81

Each line ends with the Mulliken charge.
Element x y z (Å)
C -2.8111 -0.3560 0.0380  0.64
F -3.6217 0.6316 0.2821  -0.16
H 2.7229 -0.1065 -1.6518  0.28
F -2.8026 -0.5968 -1.2722  -0.22
H 2.3284 -1.5915 -0.7982  0.27
C 2.4300 -0.4994 -0.6054  -0.97
H 3.3437 -0.3226 0.0804  0.28
O -1.3698 2.0053 0.2712  -0.57
C 1.2496 0.1969 -0.0071  0.63
C 0.9769 0.4507 1.2691  -0.47
O 0.1004 0.0512 -0.7405  -0.28
F -3.1532 -1.5071 0.6282  -0.22
P -0.9630 0.5973 0.3849  0.54
H 1.5694 1.0469 2.1213  0.27

Atoms 1-6, force components in eV/Å:
C 2.5547 -0.1234 -0.2393
F -0.9848 -0.1762 0.5101
H -0.5570 -0.2504 1.6474
F 0.0369 0.0328 -0.3231
H -0.5183 0.7607 0.6638
C 2.8641 1.2880 -1.1018

=====

This record from OMol25 describes a single C16H19N2O8P molecule in a non-equilibrium geometry. The level of theory is ωB97M-V/def2-TZVPD.

E_HOMO, eV: -9.42
SMILES: C[C@]1(O)[C@H]2O[P@](=O)(Oc3ccccc3)OC[C@H]2O[C@H]1N1CCC(=O)NC1=O
Net charge: 0
Kohn-Sham gap, eV: 9.77

Each line ends with the Mulliken charge.
Element x y z (Å)
O 2.5046 2.3966 5.3795  -0.66
C 1.5816 -1.3974 -0.7579  -0.69
H 0.7188 1.2656 3.3119  0.16
C 3.8618 0.7573 2.6701  0.44
C -3.6286 0.7068 0.5628  -0.19
O 1.4535 -1.3400 1.7241  -0.63
O 2.5376 0.8212 -0.6221  -0.46
H 2.9291 -3.3416 0.5664  0.47
N 3.7866 1.4454 3.8394  -0.05
C 2.6112 2.0240 4.2009  0.30
H 2.7591 -0.3835 -2.3221  0.37
C 3.3918 -2.3743 0.8004  -1.90
C -4.8628 2.6561 -0.3173  -0.39
C 0.8533 0.4579 -2.3293  -0.99
O -0.5748 0.0838 0.8729  -0.67
C 2.0293 -0.1277 -1.5415  0.23
C 1.9955 2.0765 1.7733  -0.45
H 4.2571 -2.2720 0.1504  0.41
H 0.7119 -0.6752 1.6279  0.42
O 4.7697 -0.0496 2.6316  -0.70
H 2.5063 3.0163 1.5660  0.42
H -3.3773 0.0602 1.4067  0.39
H 0.5424 -0.2865 -3.0425  0.43
H -5.5865 3.4751 -0.1893  0.37
H 4.4319 1.2252 4.5668  0.30
H 0.8359 3.0496 3.2865  0.40
C -3.0955 0.4595 -0.7095  0.26
P -0.7340 -0.3282 -0.5437  1.06
H -4.9787 1.9612 1.7298  0.38
H 4.1018 -0.0753 0.1936  0.74
H -4.4746 3.0846 -2.3853  0.36
C 2.3566 -1.2402 0.5986  1.33
H 1.1903 2.0019 1.0501  0.23
H 2.0288 -2.2788 -1.2385  0.49
N 2.9835 0.9973 1.6572  0.29
C -3.3973 1.3161 -1.7430  -0.24
O -2.2806 -0.6481 -0.9096  -0.50
O -0.2182 0.8958 -1.4866  -0.26
O 0.1634 -1.6775 -0.7356  -0.49
C 1.4161 2.1185 3.1765  -0.38
H 3.6860 -2.3607 1.8536  0.38
H 1.2536 1.2968 -2.9355  0.45
H -2.9880 1.1960 -2.7102  0.43
C -4.5408 1.8013 0.7542  -0.59
C -4.2421 2.4038 -1.5684  -0.56
C 3.0730 0.1482 0.4789  -0.72

Atoms 1-6, force components in eV/Å:
O -0.2520 -0.2751 -1.9440
C 2.0306 -0.2868 -0.3874
H 0.5410 0.3702 0.1987
C 1.4535 -1.2502 -0.5914
C -0.9410 0.8328 -0.0025
O 0.6260 0.6296 -0.7768

=====

This record from OMol25 describes a single C25H38N4O2 molecule in a non-equilibrium geometry. The level of theory is ωB97M-V/def2-TZVPD.

E_HOMO, eV: -8.77
SMILES: CN(C(=O)CCc1nnc(CCCCc2ccccc2)o1)C1CC(C)(C)NC(C)(C)C1
Net charge: 0
Kohn-Sham gap, eV: 9.34

Each line ends with the Mulliken charge.
Element x y z (Å)
C -2.4374 -1.7763 2.1814  -1.12
C 0.8279 -2.3517 -0.0603  0.63
H 0.0342 -2.7992 1.8386  0.25
H -6.2740 0.1076 -1.7319  0.47
C -2.4847 0.8849 0.8581  -0.90
H 3.1039 2.2418 0.8266  0.60
C 7.5999 0.3303 1.1778  -0.40
H -3.2950 -1.3160 2.6690  0.39
C -2.0240 -2.4159 -0.1756  0.94
H 7.9429 2.4345 1.3696  0.37
H -1.5244 3.3804 1.1927  0.27
C 6.1444 2.0168 0.2903  -0.36
H -4.5844 0.4911 -2.0172  0.32
C -3.1716 -0.3516 0.2860  -0.37
C 7.2901 1.6651 0.9824  -0.55
H -2.4378 -2.8334 2.4378  0.41
H 0.0641 0.9765 -1.9209  0.23
C 5.6157 -0.2967 -0.0157  -0.28
H -7.2100 1.9951 0.1562  0.47
N -4.5227 2.1256 0.4143  -0.34
H -2.6273 0.9130 1.9396  0.41
H -3.0324 -0.3803 -0.7976  0.29
H -7.2968 0.2654 0.4977  0.38
C 6.7597 -0.6500 0.6768  -0.65
C -5.4884 0.8296 -1.5224  -1.77
C 1.1045 0.7994 -1.6405  -0.95
C -6.6945 1.1608 0.6260  -2.01
C -3.0772 2.1727 0.2675  1.88
C 1.5270 1.8124 -0.5654  -0.30
H -4.8213 -0.2714 1.6733  0.13
H 1.7288 0.8973 -2.5271  0.50
H -1.8180 -4.2158 1.0338  0.37
H -1.1133 -4.2666 -0.5883  0.43
N 1.8497 -2.5972 -0.8074  -0.73
H -1.4151 0.8420 0.6481  -0.11
H 8.4946 0.0551 1.7171  0.37
H 0.7400 -4.1744 0.9633  0.43
H 6.9982 -1.6934 0.8245  0.39
H -2.9358 4.3005 0.6670  0.47
O 0.3856 -1.0821 -0.2193  0.12
H -1.5435 2.7194 -1.1608  0.37
H 0.7670 1.8380 0.2202  0.05
C 4.0282 1.4074 -0.9309  -0.76
H 2.8066 0.5226 0.5954  0.15
H -5.7803 1.7858 -1.9534  0.37
H -3.0326 3.2993 2.1145  0.47
N 2.1088 -1.4707 -1.5073  -0.37
H -1.5296 -1.3133 2.5805  0.28
C -4.6656 -0.2942 0.5931  -1.41
H 3.8063 0.6427 -1.6755  0.45
H -5.1614 -1.1777 0.1890  0.46
C -2.5831 2.3997 -1.1741  -1.69
H -2.6560 1.5016 -1.7792  0.36
H -3.1712 3.1819 -1.6506  0.36
N -2.5496 -1.5863 0.7564  0.36
H 4.9617 -1.0612 -0.4109  0.42
C 1.2309 -0.5923 -1.1542  0.46
H -4.9368 2.9738 0.0450  0.50
C -1.2530 -3.6440 0.2974  -1.25
C -2.6086 3.3658 1.1161  -1.87
C 0.1299 -3.2771 0.8624  -0.53
H 1.5690 2.8029 -1.0229  0.59
C 2.8746 1.4814 0.0755  -0.65
H 4.1358 2.3725 -1.4304  0.38
C 5.2979 1.0409 -0.2179  -0.02
C -5.3040 0.9707 -0.0005  1.71
H -6.5973 1.3730 1.6875  0.45
H 5.9071 3.0609 0.1387  0.37
O -2.1455 -2.2025 -1.3696  -0.68

Atoms 1-6, force components in eV/Å:
C 0.1606 -0.0355 0.1433
C 0.6036 -0.3288 -0.0444
H 0.0516 -0.0715 0.0349
H -0.0867 -0.0990 -0.0740
C -0.2111 0.0068 -0.2494
H 0.0190 -0.0674 0.0504

=====

This record from OMol25 describes a gas-phase ion, C7H16N3O3 (charge +1) in a non-equilibrium geometry. The level of theory is ωB97M-V/def2-TZVPD.

2S+1: 3
E_HOMO (spin up / spin down), eV: -9.20 / -13.51
Net charge: +1
Kohn-Sham gap (spin up / spin down), eV: 6.58 / 7.38

Each line ends with the Mulliken spin population.
Element x y z (Å)
H -3.8577 -0.9840 0.9775  0.00
H -0.3230 1.7680 1.5935  0.00
O 0.6718 1.5939 1.6245  0.00
H -1.9441 1.3390 -0.8323  0.06
N 0.9356 0.0971 -0.5941  0.50
H -0.2347 -0.9568 2.7205  0.00
H 4.2103 -0.2171 -0.2653  0.02
C -0.0016 0.2809 -1.4180  0.91
H 2.5588 -0.9408 2.0257  0.00
H -4.0093 -0.9520 -0.7663  0.00
H -3.7292 0.5622 0.3232  0.00
C 3.4111 0.4432 -0.7250  0.04
H 2.1684 -0.5646 -2.0757  -0.01
N 2.1849 -0.3301 -1.0837  0.55
H -2.1765 0.4927 -3.1431  0.01
H 0.1868 0.1966 -2.4900  0.00
H 0.0168 -1.5449 1.1032  0.00
C -3.5077 -0.5139 0.1078  0.01
O -1.4715 -0.0929 1.1372  0.00
H -1.6154 -1.7359 -0.2053  -0.01
O -1.9645 -0.1428 -2.3905  0.01
N 2.1237 -0.0077 1.9503  0.01
H 3.5233 0.8042 -1.7845  0.01
C -1.5008 0.3227 -1.1661  -0.16
C -1.9909 -0.6282 -0.0282  0.07
H 3.2209 1.3248 -0.1998  0.00
C 0.8666 0.3504 1.4415  -0.04
C -0.3242 -0.6822 1.6751  0.02
H 2.5722 0.7181 2.4880  0.00

Atoms 1-6, force components in eV/Å:
H -0.2843 -1.1150 1.1968
H 1.4239 -0.1129 -0.1415
O -2.5325 2.1331 -0.0070
H 0.8095 -1.1381 -0.7074
N 9.5606 -1.9325 6.4275
H -0.9873 0.4122 0.4245

=====

This record from OMol25 describes a gas-phase ion, C6H6O7P (charge +1) in a non-equilibrium geometry. The level of theory is ωB97M-V/def2-TZVPD.

2S+1: 3
E_HOMO (spin up / spin down), eV: -11.15 / -15.60
Net charge: +1
Kohn-Sham gap (spin up / spin down), eV: 6.02 / 8.49

Each line ends with the Mulliken spin population.
Element x y z (Å)
H -0.9291 -2.6470 1.7759  0.00
H 3.6897 2.5200 -1.1763  0.01
C -3.3965 0.1900 0.5103  0.00
C 2.0895 1.7463 -0.0344  0.39
O -3.7822 0.0081 -1.9125  0.00
C 1.2145 0.4567 -0.1595  0.28
H 3.4868 0.7431 -1.3046  0.01
O -2.2639 -0.2065 1.2555  0.00
C -0.4416 -2.3335 0.8549  0.01
H -0.6520 -3.0446 0.0537  0.00
C 3.4308 1.6039 -0.6472  0.10
P -1.0868 -0.7341 0.3620  0.01
O 1.6341 2.6873 0.5419  0.90
C -3.1127 -0.1509 -0.9689  0.00
O 1.5393 -0.6213 -0.5579  0.25
O -1.8375 -0.7406 -1.0293  0.00
H 4.1669 1.4891 0.1515  0.03
H 0.6356 -2.2948 0.9992  0.00
O -4.3441 0.6669 0.9956  0.00
O -0.0408 0.6620 0.2899  0.02

Atoms 1-6, force components in eV/Å:
H -0.1971 0.1054 0.0631
H -0.0461 -0.0092 -0.1173
C -0.6035 0.2503 -0.1339
C -0.7247 -6.1246 -2.1763
O 0.1102 0.0091 0.4005
C 1.9400 2.8021 0.3764

=====

This record from OMol25 describes a single C4H11N3 molecule in a non-equilibrium geometry. The level of theory is ωB97M-V/def2-TZVPD.

E_HOMO, eV: -8.61
SMILES: N/C=N\CCCN
Net charge: 0
Kohn-Sham gap, eV: 9.65

Each line ends with the Mulliken charge.
Element x y z (Å)
H -0.7620 1.6620 1.6323  0.30
H 0.9979 0.8274 -3.1487  0.22
N 1.5101 -0.5280 -0.2852  -0.56
H 0.2784 -2.0782 0.3050  0.29
C 0.2018 -0.9866 0.1798  -0.08
H 0.8975 0.0676 1.9483  0.39
C -1.1962 0.6583 1.6479  -0.50
H -0.6385 -0.6181 -0.4100  0.13
C 1.6666 0.1400 -1.3355  0.07
H 2.5796 0.7157 -1.5177  0.34
N -2.1811 0.6033 0.5604  -0.61
C -0.0307 -0.3648 1.5804  -0.77
H -0.2260 0.0215 -2.2799  0.19
H -2.7301 -0.2498 0.5125  0.18
H -1.7211 0.6548 2.5963  0.34
H -2.9092 1.2991 0.6847  0.23
N 0.7538 0.1906 -2.4036  -0.42
H -0.2723 -1.1133 2.3151  0.26

Atoms 1-6, force components in eV/Å:
H -0.0408 0.0515 -0.3552
H -0.2695 -0.0632 0.1900
N 0.3535 0.6011 1.1516
H -0.4553 0.3358 -0.4114
C 0.8745 0.1926 0.6456
H -0.0372 0.2440 -0.1904

=====

This record from OMol25 describes 2 unconnected molecules or ions with the total composition C2H8NO. The level of theory is ωB97M-V/def2-TZVPD.

E_HOMO, eV: -15.61
Net charge: +1
Kohn-Sham gap, eV: 12.09

Each line ends with the Mulliken charge.
Element x y z (Å)
H 3.1262 -0.3679 0.1595  0.33
H -2.3111 -1.8196 0.6991  0.27
H 3.1776 0.4022 -1.0962  0.32
H -2.5303 0.4570 -0.0905  0.38
H -0.5183 1.7673 0.4858  0.39
H 0.5030 0.4869 0.1367  0.24
O 2.5248 0.0405 -0.4821  -0.66
C -1.5635 0.0229 0.1531  0.06
N -0.4144 0.9107 -0.0606  -0.26
C -1.4190 -1.2100 0.5941  -0.69
H -0.4503 -1.5943 0.8801  0.24
H -0.3105 1.1922 -1.0472  0.39

Atoms 1-6, force components in eV/Å:
H -0.4267 -0.0994 0.1200
H 0.2730 -0.0183 0.0926
H -0.3670 0.1701 -0.2857
H 0.3579 0.0992 -0.0705
H 0.1587 0.0579 0.0524
H 0.0922 -0.1628 0.2416

=====

This record from OMol25 describes a single C4H9NO molecule. The level of theory is ωB97M-V/def2-TZVPD.

E_HOMO, eV: -6.25
Net charge: 0
Kohn-Sham gap, eV: 6.93

Each line ends with the Mulliken charge.
Element x y z (Å)
H 2.5398 0.2650 -1.4929  0.34
H 0.4456 0.1497 1.5567  0.21
C -0.0592 -0.4092 0.7591  -0.05
C -1.2320 0.3604 0.2994  0.31
H -2.6328 -1.0777 0.6065  0.22
C 2.1329 0.0271 -0.5022  -1.20
H 0.3960 -1.0851 -1.2380  0.09
H -0.2316 1.5548 -0.4912  0.44
O -1.1404 1.6354 -0.0503  -0.48
H -0.3262 -1.4087 1.1472  0.34
H 2.3575 0.8947 0.1350  0.28
H 2.7353 -0.8127 -0.1053  0.30
N -2.4490 -0.1597 0.2325  -0.33
C 0.6417 -0.2497 -0.5761  -0.70
H -3.1776 0.3156 -0.2805  0.24

Atoms 1-6, force components in eV/Å:
H -0.0687 -0.0453 0.1484
H -0.0449 -0.0294 -0.1225
C -0.2091 0.1827 0.0739
C -0.2584 -0.2289 0.1322
H 0.0756 0.1243 -0.0514
C 0.1769 0.0886 -0.0122

=====

What did the sixth record say?
This record from OMol25 describes a single C4H11N3 molecule in a non-equilibrium geometry. The level of theory is ωB97M-V/def2-TZVPD.

E_HOMO, eV: -8.61
SMILES: N/C=N\CCCN
Net charge: 0
Kohn-Sham gap, eV: 9.65

Each line ends with the Mulliken charge.
Element x y z (Å)
H -0.7620 1.6620 1.6323  0.30
H 0.9979 0.8274 -3.1487  0.22
N 1.5101 -0.5280 -0.2852  -0.56
H 0.2784 -2.0782 0.3050  0.29
C 0.2018 -0.9866 0.1798  -0.08
H 0.8975 0.0676 1.9483  0.39
C -1.1962 0.6583 1.6479  -0.50
H -0.6385 -0.6181 -0.4100  0.13
C 1.6666 0.1400 -1.3355  0.07
H 2.5796 0.7157 -1.5177  0.34
N -2.1811 0.6033 0.5604  -0.61
C -0.0307 -0.3648 1.5804  -0.77
H -0.2260 0.0215 -2.2799  0.19
H -2.7301 -0.2498 0.5125  0.18
H -1.7211 0.6548 2.5963  0.34
H -2.9092 1.2991 0.6847  0.23
N 0.7538 0.1906 -2.4036  -0.42
H -0.2723 -1.1133 2.3151  0.26

Atoms 1-6, force components in eV/Å:
H -0.0408 0.0515 -0.3552
H -0.2695 -0.0632 0.1900
N 0.3535 0.6011 1.1516
H -0.4553 0.3358 -0.4114
C 0.8745 0.1926 0.6456
H -0.0372 0.2440 -0.1904